Below is a structure of composition C42H60Cl2N5O7SScSi in a non-equilibrium geometry, with properties calculated with ωB97M-V with the def2-TZVPD basis set.

Frontier orbital gap, eV: 6.2
Relative energy (zero: lowest compared OMol25 entry of this formula, charge and spin), kcal per mole: 89.0
Net charge: -2
Calculated total energy, eV: -130779.6412

Cartesian coordinates (Å):
1 Sc -1.665 0.118 0.589
2 C 0.598 2.096 3.337
3 C -0.272 0.860 3.088
4 O -0.183 0.453 1.788
5 C -1.743 -0.524 3.952
6 C -2.385 -1.569 3.113
7 C -3.232 -2.588 3.829
8 N -2.225 -1.587 1.849
9 N -2.717 -2.671 1.154
10 C -2.469 -2.564 -0.142
11 O -1.990 -1.554 -0.721
12 C -2.716 -3.826 -0.907
13 C -3.540 -4.831 -0.401
14 C -3.660 -6.039 -1.069
15 C -2.964 -6.254 -2.253
16 C -2.163 -5.247 -2.772
17 C -2.044 -4.037 -2.105
18 H 1.477 2.031 2.692
19 H 0.911 2.195 4.373
20 H 0.028 2.986 3.056
21 H -2.184 -0.623 4.943
22 H -2.749 -2.917 4.751
23 H -3.401 -3.432 3.165
24 H -4.197 -2.140 4.080
25 H -4.070 -4.647 0.522
26 H -4.293 -6.819 -0.663
27 H -3.053 -7.203 -2.769
28 H -1.627 -5.407 -3.700
29 H -1.417 -3.241 -2.490
30 C -2.107 2.146 -1.729
31 N -1.598 2.210 -0.348
32 C -0.217 2.743 -0.366
33 C -2.373 3.087 0.526
34 C -2.711 4.345 0.060
35 C -3.230 5.325 0.893
36 C -3.330 5.026 2.241
37 C -3.009 3.771 2.723
38 C -2.593 2.694 1.887
39 N -2.486 1.374 2.239
40 C -1.806 1.006 3.462
41 C -2.223 1.705 4.727
42 C -1.604 1.699 5.913
43 C -0.374 0.991 6.229
44 C 0.212 0.060 5.466
45 C -0.173 -0.394 4.081
46 N 0.763 -1.486 3.750
47 C 0.310 -2.710 3.115
48 C 1.989 -1.016 3.109
49 H -1.873 3.060 -2.288
50 H -1.641 1.299 -2.236
51 H -3.184 1.997 -1.719
52 H -0.209 3.756 -0.793
53 H 0.166 2.782 0.651
54 H 0.428 2.085 -0.943
55 H -2.544 4.596 -0.980
56 H -3.518 6.293 0.504
57 H -3.682 5.779 2.940
58 H -3.104 3.630 3.784
59 H -3.240 2.075 4.701
60 H -2.087 2.202 6.745
61 H 0.071 1.218 7.194
62 H 1.125 -0.400 5.829
63 H 1.119 -3.441 3.213
64 H -0.561 -3.112 3.633
65 H 0.079 -2.604 2.049
66 H 2.733 -1.817 3.167
67 H 1.840 -0.741 2.061
68 H 2.381 -0.151 3.650
69 Cl -7.046 0.415 1.657
70 C -5.611 1.260 1.049
71 Cl -6.022 2.930 0.607
72 C -4.987 0.529 -0.205
73 O -5.718 0.320 -1.161
74 O -3.769 0.281 -0.024
75 H -4.877 1.304 1.849
76 C 3.333 1.972 -4.892
77 C 2.391 2.297 -3.726
78 C 0.936 2.096 -4.157
79 C 2.602 3.743 -3.274
80 O 2.717 1.490 -2.606
81 Si 2.364 -0.096 -2.243
82 S 0.620 -0.408 -1.236
83 O 2.425 -0.851 -3.726
84 C 2.553 -2.227 -4.064
85 C 4.024 -2.468 -4.426
86 C 2.139 -3.182 -2.944
87 C 1.663 -2.460 -5.287
88 O 3.728 -0.648 -1.467
89 C 4.623 0.000 -0.580
90 C 5.674 0.755 -1.404
91 C 5.295 -1.107 0.232
92 C 3.898 0.961 0.368
93 H 3.118 2.608 -5.754
94 H 3.201 0.926 -5.163
95 H 4.371 2.123 -4.585
96 H 0.717 2.689 -5.048
97 H 0.265 2.394 -3.352
98 H 0.763 1.041 -4.371
99 H 2.369 4.441 -4.080
100 H 3.639 3.887 -2.964
101 H 1.955 3.951 -2.420
102 H 4.636 -2.192 -3.566
103 H 4.307 -1.837 -5.272
104 H 4.203 -3.516 -4.682
105 H 2.806 -3.065 -2.088
106 H 2.175 -4.215 -3.297
107 H 1.133 -2.944 -2.603
108 H 1.938 -1.765 -6.083
109 H 0.622 -2.283 -5.014
110 H 1.771 -3.484 -5.651
111 H 6.173 0.059 -2.083
112 H 6.421 1.225 -0.759
113 H 5.170 1.517 -1.997
114 H 5.802 -1.803 -0.440
115 H 4.537 -1.655 0.794
116 H 6.025 -0.687 0.928
117 H 3.458 1.778 -0.202
118 H 4.593 1.364 1.107
119 H 3.090 0.433 0.879

=====

Below is a structure of composition C42H60F5InN7O2 in a non-equilibrium geometry, with properties calculated with ωB97M-V with the def2-TZVPD basis set.

Frontier orbital gap, eV: 6.6
Net charge: -1
Calculated total energy, eV: -77812.0443

Cartesian coordinates (Å):
1 C -4.328 1.042 3.372
2 C -2.977 1.194 2.589
3 C -2.903 0.077 1.547
4 C -1.513 -0.153 0.909
5 C -0.354 -0.102 1.912
6 C 1.015 -0.393 1.240
7 In 2.015 1.598 0.840
8 C 4.120 1.242 0.173
9 C 4.452 -0.250 -0.077
10 C 4.989 -0.908 1.192
11 F 4.163 -0.670 2.281
12 C 0.715 2.564 -0.734
13 O 1.137 3.915 -1.103
14 C 0.167 4.654 -1.672
15 C -0.894 3.995 -2.541
16 O 0.126 5.842 -1.501
17 C 1.908 2.728 2.821
18 F 1.008 3.760 2.735
19 F 1.480 1.945 3.869
20 C 3.241 3.310 3.320
21 F 3.978 2.292 3.812
22 F 3.898 3.871 2.304
23 H -4.327 1.831 4.124
24 H -4.348 0.054 3.826
25 H -5.127 1.189 2.643
26 H -2.996 2.193 2.149
27 H -2.201 1.153 3.351
28 H -3.233 -0.870 1.988
29 H -3.624 0.329 0.758
30 H -1.357 0.652 0.182
31 H -1.515 -1.113 0.386
32 H -0.343 0.922 2.297
33 H -0.564 -0.733 2.785
34 H 0.800 -0.804 0.245
35 H 1.657 -1.047 1.826
36 H 4.766 1.548 1.006
37 H 4.422 1.866 -0.671
38 H 3.581 -0.829 -0.394
39 H 5.253 -0.373 -0.814
40 H 5.984 -0.524 1.429
41 H 5.073 -1.995 1.093
42 H -0.285 2.615 -0.290
43 H 0.639 1.917 -1.615
44 H -1.468 4.733 -3.089
45 H -1.601 3.493 -1.874
46 H -0.499 3.221 -3.199
47 H 3.102 4.009 4.149
48 N 4.835 -5.699 3.568
49 C 6.095 -5.161 3.532
50 C 5.968 -3.798 3.575
51 C 4.580 -3.493 3.639
52 C 3.907 -4.688 3.638
53 H 4.625 -6.679 3.543
54 H 6.966 -5.792 3.480
55 H 6.781 -3.092 3.563
56 H 4.138 -2.513 3.683
57 H 2.852 -4.906 3.678
58 N -6.803 3.586 0.659
59 C -5.629 3.133 0.116
60 C -4.809 4.214 -0.071
61 C -5.514 5.362 0.377
62 C -6.739 4.944 0.824
63 H -7.588 3.013 0.902
64 H -5.478 2.086 -0.085
65 H -3.814 4.186 -0.481
66 H -5.159 6.379 0.375
67 H -7.566 5.490 1.244
68 N -1.850 2.113 -6.475
69 C -0.728 1.503 -6.966
70 C 0.230 2.467 -7.141
71 C -0.337 3.706 -6.738
72 C -1.620 3.454 -6.331
73 H -2.709 1.648 -6.252
74 H -0.707 0.442 -7.144
75 H 1.227 2.304 -7.514
76 H 0.143 4.670 -6.743
77 H -2.384 4.110 -5.950
78 N 3.718 3.479 -9.214
79 C 3.153 4.540 -9.866
80 C 2.792 4.120 -11.119
81 C 3.150 2.749 -11.224
82 C 3.717 2.383 -10.032
83 H 4.076 3.501 -8.278
84 H 3.056 5.498 -9.385
85 H 2.321 4.726 -11.875
86 H 3.006 2.106 -12.076
87 H 4.117 1.441 -9.697
88 N 3.131 -4.759 0.010
89 C 2.418 -3.750 -0.567
90 C 1.999 -4.181 -1.798
91 C 2.474 -5.510 -1.964
92 C 3.169 -5.839 -0.829
93 H 3.562 -4.711 0.916
94 H 2.274 -2.813 -0.052
95 H 1.415 -3.608 -2.499
96 H 2.325 -6.150 -2.818
97 H 3.686 -6.742 -0.549
98 N 2.332 -6.168 6.197
99 C 1.752 -5.428 7.189
100 C 0.437 -5.806 7.280
101 C 0.218 -6.815 6.306
102 C 1.406 -7.017 5.655
103 H 3.290 -6.094 5.907
104 H 2.320 -4.699 7.740
105 H -0.286 -5.401 7.968
106 H -0.706 -7.331 6.104
107 H 1.670 -7.688 4.855
108 N -7.989 -0.523 1.678
109 C -8.962 -0.300 2.615
110 C -8.923 -1.334 3.512
111 C -7.885 -2.213 3.101
112 C -7.327 -1.683 1.968
113 H -7.790 0.072 0.897
114 H -9.594 0.570 2.564
115 H -9.566 -1.448 4.369
116 H -7.581 -3.127 3.583
117 H -6.519 -2.028 1.346

=====

Below is a structure of composition C42H61BLuN8SSi2Te in a non-equilibrium geometry, with properties calculated with ωB97M-V with the def2-TZVPD basis set.

Frontier orbital gap, eV: 4.2
Relative energy (zero: lowest compared OMol25 entry of this formula, charge and spin), kcal per mole: 0.0
Net charge: -1
Calculated total energy, eV: -124646.2253

Cartesian coordinates (Å):
1 Lu -1.152 0.088 -0.031
2 C 1.764 2.262 -0.313
3 C 1.392 2.467 -1.769
4 C 2.658 2.941 -2.506
5 C 0.817 1.266 -2.449
6 C 1.072 0.921 -3.799
7 C 0.330 -0.265 -4.074
8 N -0.423 -0.556 -2.971
9 N -0.057 0.386 -1.909
10 B -1.768 -1.365 -3.090
11 N -2.888 -0.585 -2.176
12 C -4.226 -0.802 -2.354
13 C -4.910 0.395 -1.981
14 C -3.917 1.372 -1.746
15 N -2.704 0.718 -1.692
16 C -3.981 2.827 -1.609
17 C -5.188 3.221 -0.749
18 C -4.041 3.600 -2.981
19 N -1.663 -2.889 -2.741
20 C -2.216 -3.630 -1.716
21 C -1.756 -4.903 -1.882
22 C -0.833 -4.846 -3.001
23 N -0.834 -3.605 -3.511
24 C 0.054 -5.864 -3.565
25 C 1.535 -5.455 -3.864
26 C 0.025 -7.204 -2.698
27 H 2.156 3.253 0.102
28 H 2.632 1.555 -0.260
29 H 0.982 1.950 0.373
30 H 0.582 3.258 -1.807
31 H 3.361 2.085 -2.517
32 H 3.074 3.775 -1.954
33 H 2.483 3.225 -3.594
34 H 1.739 1.452 -4.486
35 H 0.160 -0.827 -4.976
36 H -2.212 -1.380 -4.219
37 H -4.666 -1.660 -2.838
38 H -6.009 0.554 -2.018
39 H -3.061 3.182 -1.108
40 H -6.150 3.128 -1.420
41 H -5.223 4.289 -0.444
42 H -5.300 2.495 0.125
43 H -5.058 3.577 -3.467
44 H -3.374 2.976 -3.607
45 H -3.571 4.593 -2.921
46 H -2.725 -3.040 -0.998
47 H -2.145 -5.704 -1.158
48 H -0.353 -6.056 -4.583
49 H 2.108 -5.344 -2.911
50 H 1.400 -4.420 -4.252
51 H 2.059 -6.123 -4.571
52 H 0.651 -7.011 -1.790
53 H -0.927 -7.506 -2.287
54 H 0.518 -8.049 -3.251
55 C 4.598 0.685 2.137
56 Si 4.396 -0.937 1.228
57 C 4.482 -0.499 -0.597
58 C 6.033 -1.885 1.572
59 C 2.857 -1.854 1.605
60 C 1.831 -1.221 2.381
61 C 2.191 -0.881 3.740
62 C 1.182 -0.393 4.582
63 C -0.131 -0.317 4.101
64 C -0.377 -0.867 2.875
65 N 0.534 -1.126 1.925
66 Si 2.596 -3.616 1.098
67 C 3.586 -4.736 2.343
68 C 3.311 -4.035 -0.588
69 C 0.880 -4.316 1.141
70 H 5.316 1.278 1.524
71 H 5.101 0.484 3.101
72 H 3.679 1.238 2.259
73 H 5.058 0.416 -0.801
74 H 3.519 -0.359 -1.121
75 H 5.030 -1.267 -1.155
76 H 6.794 -1.093 1.614
77 H 6.346 -2.619 0.800
78 H 5.998 -2.359 2.580
79 H 3.235 -1.041 4.041
80 H 1.417 -0.267 5.601
81 H -0.908 0.160 4.748
82 H -1.445 -0.968 2.591
83 H 4.694 -4.589 2.253
84 H 3.289 -5.767 2.068
85 H 3.262 -4.545 3.378
86 H 4.396 -3.923 -0.682
87 H 2.932 -3.345 -1.401
88 H 3.016 -5.061 -0.937
89 H 0.310 -4.086 2.047
90 H 0.905 -5.440 0.924
91 H 0.370 -3.832 0.282
92 Te -3.797 -0.301 1.649
93 N -1.388 1.903 1.020
94 S -0.956 2.638 2.418
95 C -0.509 4.249 1.893
96 C 0.712 4.758 2.344
97 C 1.250 5.935 1.825
98 C 0.529 6.569 0.816
99 C -0.761 6.104 0.448
100 C -1.378 5.012 1.086
101 C -2.474 2.926 3.283
102 C -3.624 3.176 2.573
103 C -4.766 3.656 3.209
104 C -4.835 3.662 4.597
105 C -3.784 3.089 5.312
106 C -2.562 2.824 4.706
107 H -2.211 2.275 0.430
108 H 1.192 4.216 3.142
109 H 2.213 6.321 2.195
110 H 0.949 7.435 0.287
111 H -1.257 6.609 -0.392
112 H -2.473 4.815 0.989
113 H -3.600 2.996 1.464
114 H -5.574 4.044 2.616
115 H -5.764 4.000 5.111
116 H -3.870 2.876 6.363
117 H -1.762 2.474 5.373

=====

Below is a structure of composition C42H61N4O2PSr, with properties calculated with ωB97M-V with the def2-TZVPD basis set.

Frontier orbital gap, eV: 7.5
Relative energy (zero: lowest compared OMol25 entry of this formula, charge and spin), kcal per mole: 0.0
Net charge: +2
Calculated total energy, eV: -64715.3205

Cartesian coordinates (Å):
1 Sr -0.514 -0.614 0.315
2 C -1.391 1.937 7.393
3 C -1.408 1.687 5.915
4 C -2.243 2.347 5.061
5 C -2.271 2.080 3.663
6 C -3.215 2.808 2.924
7 N -3.762 2.572 1.750
8 C -3.738 1.347 0.963
9 C -4.932 1.282 0.024
10 C -5.010 -0.081 -0.661
11 N -5.727 -1.036 0.181
12 C -5.578 -2.333 0.345
13 C -4.543 -3.251 0.097
14 C -5.005 -4.599 0.055
15 C -4.180 -5.661 -0.168
16 C -4.670 -7.074 -0.270
17 C -2.809 -5.369 -0.247
18 C -2.263 -4.101 -0.131
19 C -0.805 -4.085 -0.084
20 N -0.048 -3.089 0.147
21 C 1.375 -3.340 0.309
22 C 1.819 -3.170 1.765
23 C 2.042 -1.752 2.285
24 N 0.837 -0.940 2.439
25 C 0.618 -0.444 3.593
26 C -0.439 0.478 3.991
27 C -0.517 0.757 5.342
28 C -1.310 1.177 3.073
29 O -1.197 1.069 1.820
30 C -3.128 -2.947 0.013
31 O -2.702 -1.759 0.131
32 H -2.167 2.644 7.681
33 H -0.430 2.345 7.709
34 H -1.556 1.014 7.949
35 H -2.937 3.081 5.455
36 H -3.596 3.709 3.397
37 H -4.380 3.294 1.407
38 H -3.707 0.497 1.645
39 H -2.823 1.328 0.374
40 H -4.829 2.049 -0.747
41 H -5.870 1.489 0.547
42 H -4.024 -0.486 -0.872
43 H -5.572 -0.002 -1.594
44 H -6.627 -0.689 0.485
45 H -6.474 -2.787 0.760
46 H -6.069 -4.772 0.169
47 H -5.757 -7.112 -0.319
48 H -4.352 -7.661 0.594
49 H -4.278 -7.561 -1.163
50 H -2.124 -6.202 -0.372
51 H -0.354 -5.073 -0.236
52 H 1.935 -2.650 -0.335
53 H 1.620 -4.354 -0.027
54 H 2.782 -3.677 1.865
55 H 1.125 -3.705 2.419
56 H 2.703 -1.214 1.594
57 H 2.574 -1.805 3.242
58 H 1.296 -0.698 4.417
59 H 0.171 0.245 6.008
60 C 5.676 -1.088 -2.618
61 C 5.761 -0.007 -1.528
62 C 4.387 0.344 -0.947
63 C 3.330 0.381 -2.057
64 C 3.172 -1.032 -2.680
65 C 4.406 -1.911 -2.458
66 P 1.700 0.969 -1.416
67 C 0.712 1.533 -2.882
68 C 1.458 2.368 -3.956
69 C 1.626 1.596 -5.261
70 C 0.271 1.227 -5.872
71 C -0.765 0.871 -4.792
72 C -0.074 0.378 -3.526
73 C 1.947 2.533 -0.456
74 C 2.117 2.272 1.046
75 C 1.851 3.560 1.833
76 C 2.421 4.796 1.115
77 C 3.557 4.398 0.181
78 C 3.025 3.520 -0.958
79 H 6.558 -1.727 -2.589
80 H 5.670 -0.624 -3.608
81 H 6.212 0.897 -1.942
82 H 6.418 -0.331 -0.718
83 H 4.450 1.300 -0.428
84 H 4.083 -0.394 -0.196
85 H 3.684 1.070 -2.830
86 H 2.991 -0.933 -3.752
87 H 2.287 -1.532 -2.267
88 H 4.389 -2.747 -3.159
89 H 4.382 -2.353 -1.457
90 H -0.039 2.184 -2.412
91 H 2.431 2.692 -3.588
92 H 0.893 3.283 -4.153
93 H 2.211 0.693 -5.070
94 H 2.210 2.185 -5.969
95 H 0.400 0.386 -6.556
96 H -0.103 2.057 -6.474
97 H -1.464 0.123 -5.169
98 H -1.363 1.752 -4.537
99 H 0.579 -0.463 -3.769
100 H -0.814 -0.012 -2.810
101 H 0.962 3.012 -0.561
102 H 3.124 1.907 1.250
103 H 1.434 1.484 1.384
104 H 2.285 3.468 2.831
105 H 0.771 3.675 1.974
106 H 2.757 5.534 1.843
107 H 1.639 5.285 0.526
108 H 4.323 3.862 0.748
109 H 4.050 5.277 -0.235
110 H 3.855 2.986 -1.428
111 H 2.591 4.156 -1.732

=====

> Which formula does entry 1 have?

C42H60Cl2N5O7SScSi

=====

> The lowest frontier orbital gap belongs to which entry?

C42H61BLuN8SSi2Te